{
  "formula": "C3H3NO",
  "method": "ωB97M-V/def2-TZVPD",
  "e_lumo_ev": [0.1, 0.1],
  "de_lowest_ev": 5.489,
  "homo_lumo_gap_ha": [0.3104, 0.3105],
  "symbols": ["C", "C", "C", "N", "O", "H", "H", "H"],
  "coordinates": [[0.02448, 1.21126, -0.04100], [-1.05512, 0.52804, -0.02812], [1.11004, -0.98664, -0.06158], [-1.48667, -0.63393, -0.19866], [1.28292, 0.20555, -0.11396], [0.17475, 2.28959, 0.12540], [2.07106, -1.56484, -0.17427], [-2.12145, -1.04902, 0.49218]],
  "forces_ev_per_a": [[0.68, 1.48, 0.43], [-1.06, -2.70, -0.16], [-0.65, -2.78, 0.31], [-0.69, 1.50, -0.26], [0.51, 2.87, 0.11], [0.70, -1.14, -0.46], [-0.37, 0.78, -0.05], [0.88, -0.02, 0.08]],
  "nbo_charge": [-0.189, 0.268, 0.135, -0.561, -0.415, 0.238, 0.134, 0.391]
}


{
  "formula": "C13H33AgF2N6O10S2",
  "method": "ωB97M-V/def2-TZVPD",
  "multiplicity": 2,
  "e_lumo_ev": [-2.3, -6.0],
  "charge": 1,
  "de_lowest_ev": 0.000,
  "homo_lumo_gap_ha": [0.3782, 0.2400],
  "symbols": ["Ag", "N", "S", "O", "O", "F", "S", "O", "O", "F", "C", "C", "C", "O", "H", "H", "H", "H", "H", "H", "H", "H", "O", "C", "N", "C", "H", "H", "H", "H", "H", "O", "C", "N", "C", "H", "H", "H", "H", "H", "O", "C", "N", "C", "H", "H", "H", "H", "H", "O", "C", "N", "C", "H", "H", "H", "H", "H", "O", "C", "N", "C", "H", "H", "H", "H", "H"],
  "coordinates": [[-0.03156, -0.12393, -0.39850], [-0.71188, 1.11770, -2.07895], [-0.02946, 2.21037, -2.96421], [-0.06075, 3.57116, -2.53427], [-0.00361, 1.91721, -4.37038], [1.52488, 1.86719, -2.57621], [-2.23050, 1.33681, -2.80660], [-2.50868, 0.62295, -4.02025], [-2.78512, 2.65485, -2.68464], [-3.00416, 0.41307, -1.74721], [-2.54948, 2.81438, 0.73714], [-1.04236, 3.04283, 0.84702], [-0.74611, 4.04101, 1.96637], [-0.44362, 1.78464, 1.22876], [-2.98937, 2.58790, 1.70956], [-2.68710, 1.92122, 0.12246], [-3.08695, 3.58417, 0.18426], [-0.58177, 3.42109, -0.06371], [-0.71015, 3.55597, 2.94628], [-1.49602, 4.82930, 2.00127], [0.24288, 4.46546, 1.78345], [-0.49294, 1.71584, 2.18354], [1.59499, -1.13704, -1.78687], [2.70722, -1.40903, -2.21734], [3.02187, -1.17563, -3.51398], [3.84570, -1.84616, -1.33823], [2.41671, -0.57506, -4.05127], [3.92985, -1.40762, -3.87275], [4.45736, -2.49499, -1.96714], [3.45894, -2.36528, -0.45795], [4.45250, -1.10633, -0.81519], [-2.21414, -0.61574, 0.82123], [-3.20394, -0.65234, 1.56076], [-3.03474, -0.57889, 2.88455], [-4.59973, -0.83655, 1.01906], [-3.79145, -0.72816, 3.53097], [-2.11247, -0.41760, 3.24312], [-4.66095, -0.62403, -0.04390], [-5.30785, -0.20215, 1.55269], [-4.89956, -1.87576, 1.17114], [-0.82219, -2.09677, -0.98277], [-1.47458, -2.92431, -1.61119], [-2.72991, -2.68750, -1.99250], [-0.92548, -4.31780, -1.92248], [-3.23102, -3.25435, -2.65136], [-3.17007, -1.86661, -1.60168], [-0.14840, -4.46660, -1.17567], [-0.49691, -4.31943, -2.92387], [-1.68952, -5.08633, -1.84492], [0.62308, -1.08431, 1.51454], [1.18294, -1.56493, 2.49462], [1.26446, -0.87450, 3.65335], [1.86228, -2.89878, 2.37428], [1.90343, -1.18463, 4.36301], [0.68491, -0.05665, 3.70474], [1.22961, -3.62418, 1.86650], [2.10497, -3.39909, 3.31433], [2.79771, -2.77836, 1.82838], [1.95703, 1.03252, 0.03947], [2.99242, 1.57146, 0.41047], [3.45724, 2.66084, -0.22038], [3.80605, 1.07687, 1.59733], [2.96589, 3.12308, -0.97023], [4.42432, 2.92617, -0.13155], [4.44841, 1.88596, 1.93004], [4.25397, 0.10741, 1.37940], [3.09285, 0.79797, 2.37407]],
  "forces_ev_per_a": [[-0.22, 0.39, 0.39], [-2.72, 0.11, -0.71], [7.06, 2.46, -1.78], [-0.97, -0.48, 0.23], [-1.04, 0.12, 0.94], [-0.79, -0.40, 0.12], [-3.88, -2.29, -0.14], [1.16, 0.45, 0.99], [1.13, -0.92, 0.44], [0.32, 0.53, 0.20], [0.30, -0.74, -1.13], [-1.03, 0.35, 1.58], [0.54, 0.17, -0.43], [0.44, 0.03, -0.88], [-0.02, 0.31, 0.08], [-0.07, -0.04, 0.12], [0.08, 0.33, 0.40], [-0.10, -0.50, -0.22], [-0.22, -0.04, 0.01], [0.11, 0.09, -0.02], [-0.06, 0.22, 0.25], [-0.09, -0.06, 0.04], [0.20, -0.45, -0.20], [0.10, 1.84, 0.18], [0.04, -0.26, 0.29], [-0.16, -1.13, 0.42], [-0.12, -0.18, -0.09], [0.03, 0.14, -0.05], [0.39, -0.10, 0.55], [-0.24, -0.55, -0.46], [-0.05, 0.69, -0.94], [-0.99, 0.10, 0.35], [1.13, -0.19, -1.53], [-0.59, 0.07, 0.84], [-0.13, -0.08, 0.44], [0.04, 0.14, -0.03], [0.08, -0.16, -0.02], [0.24, 0.14, 0.04], [-0.04, -0.03, -0.03], [-0.02, 0.00, 0.05], [0.49, -0.41, 0.09], [-0.38, -0.80, -0.35], [-0.32, 0.49, 0.28], [0.15, 0.96, 0.36], [0.01, -0.17, 0.11], [0.05, 0.14, -0.42], [0.11, -0.29, -0.21], [0.09, -0.05, 0.02], [-0.04, 0.03, -0.01], [-0.37, 0.02, 0.29], [0.28, 0.02, -0.79], [-0.10, -0.75, -0.63], [0.26, -0.63, 0.64], [-0.32, 0.20, 0.36], [0.39, 0.29, 0.37], [-0.09, 0.37, -0.38], [0.04, 0.43, 0.20], [-0.09, 0.02, -0.17], [0.11, -0.11, 0.45], [-0.40, -0.32, -0.43], [0.82, 0.62, -0.04], [-1.04, -0.05, -0.31], [-0.33, -0.49, -0.08], [-0.09, 0.09, 0.31], [0.44, -0.47, 0.21], [0.62, 0.34, -0.26], [-0.09, 0.43, 0.11]],
  "nbo_charge": [1.572, -1.186, 2.437, -0.882, -0.859, -0.535, 2.404, -0.855, -0.844, -0.512, -0.642, 0.079, -0.626, -0.753, 0.197, 0.218, 0.237, 0.216, 0.184, 0.230, 0.218, 0.467, -0.685, 0.702, -0.800, -0.716, 0.425, 0.399, 0.226, 0.229, 0.244, -0.684, 0.695, -0.803, -0.718, 0.405, 0.397, 0.246, 0.237, 0.243, -0.684, 0.721, -0.787, -0.708, 0.412, 0.420, 0.240, 0.249, 0.232, -0.679, 0.710, -0.803, -0.720, 0.418, 0.406, 0.259, 0.229, 0.244, -0.690, 0.703, -0.797, -0.714, 0.428, 0.397, 0.233, 0.236, 0.238]
}


{
  "formula": "C2H5ClO3",
  "method": "ωB97M-V/def2-TZVPD",
  "e_lumo_ev": 0.7,
  "de_lowest_ev": 0.734,
  "homo_lumo_gap_ha": 0.4066,
  "smiles": "COC(O)(O)Cl",
  "symbols": ["C", "O", "C", "O", "O", "Cl", "H", "H", "H", "H", "H"],
  "coordinates": [[0.27858, -1.46459, -0.85230], [0.46934, -0.03677, -0.50229], [-0.22135, 0.79292, 0.35675], [0.58743, 1.82929, 0.63942], [-0.57722, 0.14915, 1.47978], [-1.56651, 1.67712, -0.50858], [-0.68667, -1.65414, -1.35272], [1.08941, -1.53377, -1.46105], [0.49326, -2.13076, -0.00112], [1.39313, 1.73418, 0.13439], [-1.25939, 0.63736, 2.06772]],
  "forces_ev_per_a": [[-1.85, 1.53, 2.40], [-0.13, -0.44, -0.08], [0.46, -0.35, -0.86], [1.27, 1.09, 0.82], [-2.54, -0.12, 1.93], [-1.15, -0.66, -0.19], [0.48, 0.14, 0.35], [1.92, -0.69, -2.25], [-0.61, 0.42, -0.06], [0.37, -0.05, -0.26], [1.77, -0.87, -1.81]],
  "nbo_charge": [-0.233, -0.566, 0.787, -0.712, -0.709, -0.157, 0.195, 0.195, 0.191, 0.497, 0.510]
}


{
  "formula": "C5H11NO",
  "method": "ωB97M-V/def2-TZVPD",
  "e_lumo_ev": 0.8,
  "de_lowest_ev": 2.937,
  "homo_lumo_gap_ha": 0.3172,
  "smiles": "C=CC(=C)NC.O",
  "symbols": ["C", "C", "C", "C", "N", "C", "H", "H", "H", "H", "H", "H", "H", "H", "H", "O", "H", "H"],
  "coordinates": [[1.83687, -1.16963, -2.25283], [1.29995, -0.06114, -1.69696], [0.68553, 0.00339, -0.34037], [0.37053, -1.12305, 0.33556], [0.46153, 1.32795, 0.05144], [-0.02897, 1.43942, 1.41840], [2.17372, -1.99676, -1.63602], [1.74577, -1.30418, -3.32114], [1.28272, 0.81341, -2.34392], [-0.29603, -1.15793, 1.18079], [0.61697, -2.08495, -0.09279], [0.52911, 1.97233, -0.70697], [-1.12278, 1.54078, 1.35687], [0.31416, 0.62222, 2.03669], [0.25256, 2.41616, 1.83387], [-3.40396, -0.40219, 1.67766], [-3.46158, -0.85405, 0.83510], [-3.11283, -1.15490, 2.21513]],
  "forces_ev_per_a": [[-0.81, 0.76, 0.68], [0.52, -1.52, -0.40], [0.70, 0.84, -0.69], [-0.22, 0.14, -0.41], [0.69, -3.17, 0.89], [-1.16, 2.71, -1.14], [-0.46, -0.18, -0.17], [1.01, 0.22, -0.18], [-0.74, 0.05, 0.09], [0.22, 0.21, 0.28], [-0.02, 0.15, -0.07], [-0.23, 0.83, 0.51], [0.04, -0.75, 0.58], [0.05, 0.01, -0.07], [0.39, -0.33, 0.10], [0.23, -0.74, 0.30], [-0.15, 0.28, -0.63], [-0.05, 0.48, 0.33]],
  "nbo_charge": [-0.371, -0.216, 0.157, -0.558, -0.613, -0.417, 0.194, 0.201, 0.196, 0.201, 0.205, 0.399, 0.203, 0.219, 0.199, -0.927, 0.466, 0.463]
}


{
  "formula": "C19H22Cl45F2InNO3",
  "method": "ωB97M-V/def2-TZVPD",
  "e_lumo_ev": 1.4,
  "charge": -1,
  "de_lowest_ev": 0.000,
  "homo_lumo_gap_ha": 0.2483,
  "symbols": ["C", "O", "C", "In", "N", "C", "O", "F", "C", "O", "F", "H", "H", "H", "H", "H", "H", "H", "C", "Cl", "Cl", "Cl", "H", "C", "Cl", "Cl", "Cl", "H", "C", "Cl", "Cl", "Cl", "H", "C", "Cl", "Cl", "Cl", "H", "C", "Cl", "Cl", "Cl", "H", "C", "Cl", "Cl", "Cl", "H", "C", "Cl", "Cl", "Cl", "H", "C", "Cl", "Cl", "Cl", "H", "C", "Cl", "Cl", "Cl", "H", "C", "Cl", "Cl", "Cl", "H", "C", "Cl", "Cl", "Cl", "H", "C", "Cl", "Cl", "Cl", "H", "C", "Cl", "Cl", "Cl", "H", "C", "Cl", "Cl", "Cl", "H", "C", "Cl", "Cl", "Cl", "H"],
  "coordinates": [[4.98023, -2.56526, -0.97061], [4.20158, -1.50223, -1.45836], [3.17066, -1.05135, -0.56078], [1.91257, -2.68098, 0.39299], [0.06153, -2.67500, -0.78235], [0.14276, -3.49233, -1.88423], [0.36218, -4.67098, -1.94228], [0.00085, -2.85640, -3.07417], [-1.08494, -2.89308, -0.03849], [-1.83616, -2.00907, 0.29638], [-1.38273, -4.15369, 0.32209], [5.14094, -2.52476, 0.10964], [5.95607, -2.46641, -1.43713], [4.53917, -3.51509, -1.27151], [3.56730, -0.36552, 0.19610], [2.49722, -0.47740, -1.18450], [1.59424, -2.18303, 2.06867], [2.72816, -4.24671, 0.46544], [-2.06447, -5.85334, -3.47078], [-1.91357, -6.82768, -4.94160], [-2.66580, -4.21754, -3.79035], [-3.13337, -6.65048, -2.32085], [-1.08009, -5.76912, -3.02317], [2.17913, 2.23461, -4.43148], [1.98576, 3.55282, -3.28159], [3.84964, 1.68025, -4.44513], [1.07431, 0.91173, -4.06102], [1.93803, 2.60797, -5.41741], [-0.60532, 1.00015, 2.55940], [0.81253, 0.22998, 3.25433], [-1.93399, 1.01867, 3.72867], [-0.23001, 2.63661, 2.02998], [-0.92083, 0.42300, 1.69661], [0.14646, 6.47584, -5.34758], [0.53148, 4.88759, -6.01385], [-0.49293, 6.32993, -3.71119], [1.56690, 7.52366, -5.37359], [-0.61585, 6.92481, -5.96949], [-6.62900, -4.38633, -1.59655], [-5.09107, -4.43823, -0.74789], [-7.73494, -5.61653, -0.96919], [-7.34833, -2.78380, -1.48796], [-6.44268, -4.59890, -2.63738], [-0.13384, 1.42806, 6.90239], [1.29980, 0.63477, 7.55310], [-1.43681, 1.44257, 8.09558], [0.24385, 3.07292, 6.38406], [-0.46932, 0.86966, 6.03733], [1.94722, -5.42458, -5.18981], [2.41802, -5.86524, -6.83745], [1.45619, -6.88086, -4.30939], [3.27149, -4.58694, -4.38034], [1.10334, -4.74859, -5.24630], [-6.07878, -2.99563, -5.59082], [-6.75774, -2.60986, -7.17144], [-6.57257, -1.79527, -4.38295], [-6.56369, -4.62545, -5.11665], [-4.99921, -2.97240, -5.66788], [-1.21069, 5.27851, 9.62501], [-0.25489, 6.71528, 9.24338], [-0.77669, 4.64487, 11.21328], [-2.93436, 5.64119, 9.54699], [-0.98940, 4.51896, 8.88467], [-10.34700, -1.39394, -5.36784], [-11.33227, -1.03259, -3.94955], [-11.03675, -2.73978, -6.27989], [-10.18848, 0.03536, -6.39358], [-9.35920, -1.68261, -5.02939], [9.24810, -4.04713, -1.55160], [7.87061, -4.03155, -0.45494], [8.86408, -4.93772, -3.02684], [9.76174, -2.40122, -1.93472], [10.06919, -4.54986, -1.05898], [2.27056, 9.65640, 8.05968], [4.01351, 9.73445, 8.29319], [1.44256, 11.06488, 8.78697], [1.88983, 9.54202, 6.34329], [1.91435, 8.75828, 8.54942], [5.12673, 13.54736, 10.38843], [4.92041, 14.07347, 12.06297], [3.75662, 12.56975, 9.86198], [5.35099, 14.93828, 9.32312], [6.01906, 12.93768, 10.33639], [-7.00317, -5.24644, 2.75703], [-5.45558, -5.29459, 3.59868], [-8.10125, -6.47716, 3.39400], [-7.72920, -3.64219, 2.87585], [-6.82569, -5.46445, 1.71226], [6.00309, -1.20479, -6.12448], [6.45397, -2.78431, -6.77958], [5.39838, -1.35306, -4.48188], [7.37798, -0.09148, -6.19388], [5.21343, -0.79903, -6.74329]],
  "forces_ev_per_a": [[0.14, 0.41, -0.51], [0.02, 0.41, 0.25], [-0.58, -0.86, -0.20], [1.75, 0.45, 1.03], [-1.02, -0.52, -0.72], [0.57, -1.17, 0.27], [-0.24, 0.22, -0.12], [0.12, 0.55, 0.26], [-0.74, 2.21, 0.02], [0.59, -0.99, 0.22], [0.23, -0.29, -0.27], [-0.19, -0.05, 0.12], [0.09, -0.05, -0.14], [-0.01, -0.27, 0.27], [0.21, -0.09, 0.04], [-0.18, 0.30, -0.16], [-0.35, -0.16, -0.40], [-0.39, 0.06, -0.28], [-0.08, -0.21, 0.06], [-0.20, 0.26, -0.05], [0.01, -0.10, -0.17], [0.08, -0.20, 0.00], [0.01, 0.10, -0.02], [0.01, -0.07, 0.12], [0.01, 0.04, 0.18], [0.02, -0.01, -0.07], [0.02, -0.01, -0.02], [0.01, 0.02, 0.00], [0.13, -0.13, 0.00], [-0.06, 0.14, 0.12], [-0.14, -0.01, 0.01], [-0.01, 0.14, -0.08], [-0.03, -0.03, 0.04], [0.09, -0.05, 0.16], [-0.16, 0.10, -0.25], [-0.03, 0.02, -0.05], [-0.03, 0.00, -0.03], [0.01, -0.01, -0.01], [0.19, 0.09, 0.21], [-0.09, 0.12, 0.18], [-0.06, -0.04, -0.03], [-0.24, -0.05, 0.42], [-0.02, -0.05, -0.04], [0.12, 0.00, 0.03], [-0.03, 0.00, -0.02], [-0.05, 0.01, 0.01], [-0.03, 0.01, -0.02], [0.00, 0.03, -0.02], [0.16, -0.15, 0.17], [-0.04, 0.06, -0.13], [0.18, 0.20, 0.01], [-0.15, -0.04, 0.01], [-0.04, -0.04, 0.06], [-0.08, 0.16, -0.02], [-0.01, 0.07, -0.03], [0.20, -0.15, -0.48], [0.01, -0.01, -0.05], [0.01, -0.02, 0.05], [-0.04, -0.06, 0.05], [0.00, 0.01, -0.03], [0.01, -0.01, -0.05], [0.03, -0.02, -0.03], [0.01, 0.01, 0.00], [-0.08, 0.02, -0.04], [0.04, -0.02, 0.01], [0.06, 0.01, 0.03], [0.06, -0.05, 0.03], [-0.01, 0.01, -0.03], [-0.11, 0.03, -0.02], [0.20, -0.14, 0.07], [0.02, 0.00, 0.01], [0.02, -0.01, 0.01], [0.01, 0.01, -0.01], [-0.09, 0.18, -0.07], [-0.01, -0.17, -0.03], [-0.08, -0.59, -0.25], [-0.07, -0.01, 0.06], [-0.06, 0.10, 0.02], [-0.14, 0.01, 0.00], [0.04, -0.02, 0.00], [0.37, 0.49, 0.27], [0.03, -0.02, 0.00], [0.01, 0.02, 0.01], [0.07, 0.06, 0.10], [-0.02, -0.01, -0.04], [-0.02, -0.01, -0.04], [0.01, -0.05, -0.07], [-0.01, 0.03, -0.02], [-0.02, -0.10, 0.20], [-0.02, 0.01, -0.04], [0.03, -0.06, 0.02], [-0.02, 0.03, -0.04], [0.02, 0.01, -0.02]],
  "lowdin_charge": [-0.230, -0.342, -0.300, 0.600, 0.014, -0.597, 0.066, 0.055, -0.593, 0.101, 0.101, 0.075, 0.022, 0.058, 0.038, 0.020, -0.125, -0.088, -1.521, 0.510, 0.556, 0.524, -0.036, -1.575, 0.504, 0.529, 0.548, -0.037, -1.522, 0.522, 0.534, 0.522, 0.010, -1.541, 0.534, 0.525, 0.523, 0.009, -1.547, 0.540, 0.542, 0.503, -0.080, -1.562, 0.530, 0.523, 0.520, -0.057, -1.534, 0.507, 0.527, 0.542, 0.009, -1.509, 0.537, 0.532, 0.570, -0.001, -1.556, 0.517, 0.522, 0.526, -0.034, -1.562, 0.522, 0.514, 0.513, -0.041, -1.548, 0.578, 0.521, 0.519, 0.006, -1.520, 0.515, 0.481, 0.535, -0.018, -1.540, 0.516, 0.476, 0.519, 0.012, -1.570, 0.530, 0.509, 0.516, -0.054, -1.553, 0.510, 0.542, 0.505, 0.009]
}


- Which formula does entry 3 have?
  C2H5ClO3